Arrangement i

DFT (ωB97M-V with the def2-TZVPD basis set) results for a 2-piece molecular cluster, C6H14N2 overall.

XYZ file:
```
22
Properties=species:S:1:pos:R:3:lowdin_charge:R:1
C 0.234 0.579 0.223 -0.407
C 0.984 -1.927 0.410 -0.078
C 1.190 1.108 1.279 -0.071
C -0.225 1.658 -0.742 -0.100
C 0.683 -0.774 -0.540 -0.526
N 1.624 -0.408 -1.446 0.143
H -0.682 0.106 0.663 0.078
H 2.511 -0.886 -1.264 0.054
H 1.857 -1.721 1.032 0.069
H 0.126 -2.132 1.050 0.065
H 1.198 -2.829 -0.165 0.075
H 0.621 2.164 -1.205 0.074
H 0.674 1.868 1.871 0.078
H 1.510 0.331 1.973 0.066
H 2.069 1.574 0.832 0.080
H -0.830 2.392 -0.203 0.079
H -0.834 1.243 -1.545 0.064
C -3.075 -0.324 -0.299 -0.134
N -2.114 -1.048 0.001 0.108
H -0.389 -0.993 -1.032 0.133
H -3.022 0.632 -0.847 0.075
H -4.109 -0.615 -0.046 0.077
```

HOMO energy (spin up / spin down) = -8.534 / -9.327 eV
total charge = 0
E_LUMO (spin up / spin down) = -0.0259 / 0.0027 Eh

=====

Arrangement ii

DFT (ωB97M-V with the def2-TZVPD basis set) results for one molecule with the formula C6H14N2.

XYZ file:
```
22
Properties=species:S:1:pos:R:3:lowdin_charge:R:1
C -0.308 -0.099 0.259 -0.573
C -1.732 0.240 0.665 -0.067
C -0.800 -2.152 -1.142 0.007
C 0.427 -0.874 1.339 -0.058
C 2.006 1.413 -0.557 -0.063
N -0.073 -0.549 -1.030 -0.018
C 0.629 1.492 0.029 -0.307
N 0.031 2.526 0.397 0.112
H -0.626 0.003 -1.682 0.091
H 0.546 3.407 0.287 0.056
H 0.552 -0.235 2.212 0.087
H -0.141 -1.756 1.633 0.075
H -2.300 0.635 -0.175 0.080
H -1.694 1.005 1.439 0.069
H -2.246 -0.632 1.065 0.071
H -1.765 -2.286 -0.650 0.050
H -0.919 -2.280 -2.214 0.047
H -0.053 -2.813 -0.715 0.047
H 1.399 -1.201 0.977 0.076
H 2.564 0.597 -0.101 0.068
H 2.557 2.347 -0.411 0.075
H 1.947 1.212 -1.626 0.074
```

HOMO energy = -8.383 eV
total charge = 0
E_LUMO = 0.0346 Eh
SMILES = [H]/N=C(\C)C(C)(C)NC

=====

Least stable structure: arrangement i

=====

Arrangement i

DFT (ωB97M-V with the def2-TZVPD basis set) results for a 2-piece molecular cluster, C6H14N2 overall.

XYZ file:
```
22
Properties=species:S:1:pos:R:3:lowdin_charge:R:1
C -0.860 0.481 -1.546 -0.488
C -0.146 -1.312 0.792 -0.077
C -2.276 0.166 -1.939 -0.043
C -0.676 1.708 -0.704 -0.058
C 1.956 -0.420 2.709 -0.110
N 0.181 -0.042 -2.077 0.097
C 1.976 -0.274 1.226 -0.212
N 1.041 -0.779 0.459 -0.114
H -0.018 -0.812 -2.713 0.065
H 1.091 -0.564 -0.568 0.097
H -0.361 -1.534 1.821 0.030
H -0.666 -1.897 0.056 0.034
H 2.745 0.306 0.746 0.096
H 0.373 1.976 -0.627 0.075
H -2.332 -0.720 -2.571 0.076
H -2.881 0.019 -1.048 0.082
H -2.705 1.000 -2.494 0.083
H -1.048 1.515 0.299 0.077
H -1.234 2.548 -1.115 0.082
H 1.069 0.056 3.136 0.069
H 2.835 0.048 3.148 0.066
H 1.934 -1.471 3.010 0.074
```

HOMO energy = -6.336 eV
total charge = 0
E_LUMO = 0.0356 Eh

=====

Arrangement ii

DFT (ωB97M-V with the def2-TZVPD basis set) results for one molecule with the formula C6H14N2.

XYZ file:
```
22
Properties=species:S:1:pos:R:3:lowdin_charge:R:1
C -0.498 0.229 0.425 -0.580
C 1.299 -1.014 -0.968 -0.140
C -1.288 -1.034 0.793 -0.054
C -1.470 1.407 0.284 -0.058
C 0.301 0.044 -0.898 -0.467
N 0.511 0.476 1.487 0.052
N 1.832 -1.601 0.122 0.132
C 0.720 1.171 -1.665 -0.057
H 1.065 1.284 1.212 0.088
H 0.046 0.711 2.359 0.082
H 2.407 -2.424 0.048 0.107
H 1.623 -1.161 1.018 0.080
H 1.657 -1.311 -1.946 0.125
H -0.263 -0.863 -1.464 0.195
H -0.653 -1.918 0.827 0.068
H -1.760 -0.911 1.771 0.080
H -2.081 -1.211 0.065 0.084
H -2.187 1.237 -0.522 0.087
H -2.033 1.532 1.213 0.079
H -0.928 2.328 0.074 0.072
H -0.027 1.757 -2.183 0.015
H 1.728 1.272 -2.049 0.010
```

HOMO energy = -5.963 eV
total charge = 0
E_LUMO = 0.0302 Eh

=====

Least stable structure: arrangement ii

=====

Arrangement i

DFT (ωB97M-V with the def2-TZVPD basis set) results for C6H14N2 as an isolated structure.

XYZ file:
```
22
Properties=species:S:1:pos:R:3:lowdin_charge:R:1
C -1.686 1.058 -0.364 -0.052
C -1.902 -1.158 0.709 -0.028
N -1.016 -0.196 0.019 -0.167
H -0.708 -0.661 -0.841 0.101
H -2.423 0.844 -1.141 0.095
H -2.165 1.503 0.505 0.093
H -2.299 -0.690 1.608 0.093
H -1.363 -2.074 0.935 0.084
H -2.708 -1.397 0.010 0.094
H -0.995 1.785 -0.780 0.082
C 1.318 -1.393 0.649 -0.087
C 0.724 -0.045 0.328 -0.422
C 1.827 0.915 -1.883 -0.175
C 1.020 1.050 1.071 -0.094
N 1.086 -0.023 -1.536 -0.019
H 0.920 -2.160 -0.018 0.069
H 2.393 -1.366 0.474 0.085
H 1.152 -1.686 1.688 0.080
H 2.334 1.561 -1.127 0.061
H 2.048 1.103 -2.943 0.053
H 1.856 1.013 1.752 0.032
H 0.586 2.020 0.886 0.020
```

HOMO energy = -6.333 eV
total charge = 0
E_LUMO = 0.0259 Eh

=====

Arrangement ii

DFT (ωB97M-V with the def2-TZVPD basis set) results for one molecule with the formula C6H14N2.

XYZ file:
```
22
Properties=species:S:1:pos:R:3:lowdin_charge:R:1
C -2.678 -0.387 0.353 0.008
C -1.274 -0.381 -0.406 -0.424
C 0.848 -0.611 -0.406 -0.394
C 2.257 -0.999 -0.075 -0.109
C 0.048 0.459 0.174 -0.514
C 0.203 1.745 -0.751 -0.047
H -3.412 -1.025 -0.085 0.058
H -3.124 0.688 0.243 0.121
H -2.283 -0.676 1.202 -0.005
H -1.293 0.036 -1.413 0.108
H -0.816 -1.860 0.633 0.192
H 0.891 -0.176 -1.542 0.163
H 3.169 -1.426 -0.917 0.146
H 2.211 -1.715 0.864 0.073
H 2.876 0.035 0.467 0.142
H -0.283 1.384 -1.681 0.066
H 1.169 2.402 -0.944 0.123
H -0.400 2.478 -0.410 0.015
H 1.189 1.356 1.638 0.081
H 0.742 -0.500 1.926 0.165
N -0.490 -1.442 -0.445 0.001
N 0.449 0.614 1.572 0.032
```

HOMO energy = -8.197 eV
total charge = 0
E_LUMO = 0.0292 Eh
SMILES = C[C@@H]1N[C@H](C)[C@]1(C)N

=====

Arrangement iii

DFT (ωB97M-V with the def2-TZVPD basis set) results for C6H14N2 as an isolated structure.

XYZ file:
```
22
Properties=species:S:1:pos:R:3:lowdin_charge:R:1
C 0.960 0.788 1.622 -0.286
C -0.561 0.587 1.585 -0.188
C -1.054 -0.282 0.365 -0.167
N -0.587 1.891 -1.273 0.072
C 0.079 0.645 -1.536 -0.249
C -0.102 -0.471 -0.803 -0.345
C 0.012 -1.765 -1.559 -0.071
N 1.744 -0.461 1.745 0.003
H 1.246 1.251 0.675 0.091
H 1.263 1.490 2.384 0.095
H -1.001 1.586 1.486 0.095
H -0.918 0.113 2.494 0.096
H -2.048 0.081 0.079 0.110
H -1.152 -1.278 0.804 0.100
H -0.409 2.496 -2.072 0.075
H -1.247 1.072 -1.576 0.113
H 0.825 0.616 -2.329 0.126
H 0.867 -1.771 -2.233 0.078
H -0.897 -1.941 -2.138 0.081
H 0.110 -2.624 -0.898 0.071
H 1.625 -0.900 0.839 0.037
H 1.243 -1.123 2.339 0.062
```

HOMO energy = -8.319 eV
total charge = 0
E_LUMO = 0.0282 Eh

=====

Arrangement iv

DFT (ωB97M-V with the def2-TZVPD basis set) results for one molecule with the formula C6H14N2.

XYZ file:
```
22
Properties=species:S:1:pos:R:3:lowdin_charge:R:1
C -0.591 0.695 0.297 -0.454
C -2.068 -0.329 0.758 -0.161
C 2.742 -1.126 0.249 -0.090
C -2.759 -0.901 -0.457 -0.153
N 0.229 -0.373 -0.020 0.027
C 1.868 0.067 0.016 -0.270
N -0.914 1.556 -0.751 0.055
C 2.350 1.283 -0.205 0.016
H 0.173 -1.177 0.587 0.081
H -0.326 1.265 1.195 0.132
H -0.429 2.440 -0.772 0.067
H -1.021 1.098 -1.647 0.086
H -1.787 -1.094 1.481 0.075
H -2.673 0.420 1.267 0.076
H 3.800 -0.885 0.116 0.075
H 2.606 -1.519 1.260 0.077
H 2.491 -1.922 -0.455 0.077
H -3.016 -0.109 -1.162 0.059
H -3.698 -1.391 -0.184 0.066
H -2.129 -1.627 -0.970 0.063
H 1.740 2.173 -0.265 0.036
H 3.412 1.456 -0.337 0.058
```

HOMO energy = -8.367 eV
total charge = 0
E_LUMO = 0.0372 Eh
SMILES = C=C(C)N[C@@H](N)CC

=====

Least stable structure: arrangement ii

=====

Arrangement i

DFT (ωB97M-V with the def2-TZVPD basis set) results for a 2-piece molecular cluster, C6H14N2 overall.

XYZ file:
```
22
Properties=species:S:1:pos:R:3:lowdin_charge:R:1
C 2.010 -0.437 1.532 -0.089
C -0.386 0.405 2.438 -0.016
C 0.914 0.520 1.130 -0.493
N 1.126 1.695 0.701 0.059
H 2.108 1.966 0.715 0.039
H 1.733 -1.151 2.309 0.065
H 2.306 -1.043 0.672 0.068
H 2.880 0.115 1.886 0.072
H -0.884 -0.567 2.419 0.030
H 0.116 0.517 3.398 0.048
H -1.090 1.195 2.185 0.042
C 0.028 -0.016 -2.711 -0.036
C -2.191 -0.441 -1.536 -0.040
C -0.700 -0.308 -1.439 -0.417
N -0.074 -0.542 -0.344 0.125
H -0.689 -0.709 0.456 0.049
H -0.338 0.919 -3.142 0.084
H -0.234 -0.774 -3.451 0.084
H 1.092 0.079 -2.520 0.080
H -2.636 -0.540 -0.546 0.076
H -2.625 0.434 -2.025 0.083
H -2.465 -1.314 -2.130 0.084
```

HOMO energy = -8.128 eV
total charge = 0
E_LUMO = 0.0330 Eh
SMILES = CC(C)=N.CC(C)=N

=====

Arrangement ii

DFT (ωB97M-V with the def2-TZVPD basis set) results for a 2-piece molecular cluster, C6H14N2 overall.

XYZ file:
```
22
Properties=species:S:1:pos:R:3:lowdin_charge:R:1
C 1.488 0.532 -1.041 -0.414
C 2.856 1.213 -0.945 -0.082
C 1.505 -0.820 -0.339 -0.090
H 1.260 0.395 -2.106 0.133
H -2.335 -0.368 -0.400 0.109
H 3.137 1.356 0.097 0.084
H 1.713 -0.687 0.720 0.079
H 0.547 -1.318 -0.460 0.063
H 2.870 2.180 -1.444 0.072
H 3.620 0.590 -1.405 0.078
H 2.278 -1.453 -0.769 0.077
C -2.582 -0.975 0.510 -0.328
N -1.486 -1.186 1.316 0.018
C 0.417 1.476 -0.476 -0.191
C -3.790 -1.479 0.749 -0.051
N -0.152 1.281 0.630 0.097
H -1.680 -1.484 2.261 0.084
H -0.812 -0.425 1.299 0.011
H -0.696 2.065 0.983 0.073
H 0.481 2.473 -0.935 0.116
H -4.628 -1.369 0.085 0.026
H -4.010 -1.996 1.670 0.037
```

HOMO energy = -7.725 eV
total charge = 0
E_LUMO = 0.0334 Eh
SMILES = [H]/N=C/C(C)C.C=CN

=====

Least stable structure: arrangement i